1.
The following is a DFT calculation (ωB97M-V with the def2-TZVPD basis set) of a molecular structure, C20H15CsI2N4O5.

Computed properties:
E (Ha): -1981.9959
Frontier orbital gap (eV): 5.28
HOMO energy (Eh): -0.230
Relative energy (zero: lowest compared OMol25 entry of this formula, charge and spin) (kcal/mol): 14.3

ORCA input file:
```
! wB97M-V def2-TZVPD RIJCOSX def2/J DEFGRID3
* xyz 0 1
Cs 0.30377 -0.14634 0.74077
O -2.39889 4.14606 -1.05088
C -1.52065 3.34119 -0.43465
O -1.26603 2.23048 -0.80463
C -0.88885 3.99984 0.76068
C -1.08061 5.34546 1.04624
C -0.44767 5.87393 2.16024
C 0.35379 5.04462 2.92677
C 0.47675 3.70998 2.55149
N -0.14090 3.19332 1.49924
C 1.30791 2.72066 3.33768
O 2.40285 3.21758 3.94686
O 1.02221 1.56480 3.43233
H -2.75040 3.65425 -1.80906
H -1.71058 5.95370 0.41474
H -0.58206 6.91425 2.42266
H 0.84574 5.41676 3.81621
H 2.59837 4.10734 3.62843
I 2.03367 -4.92211 -2.01415
C 0.07017 -4.77046 -1.32846
C -0.82801 -5.81019 -1.54458
C -2.12876 -5.72122 -1.12212
I -3.40551 -7.32319 -1.50865
C -2.57786 -4.56390 -0.44559
C -3.89699 -4.37486 0.02916
C -4.23166 -3.22255 0.67504
C -3.24858 -2.23879 0.86209
N -2.01409 -2.36592 0.43859
C -1.66018 -3.49919 -0.21470
C -0.27212 -3.56094 -0.68464
O 0.53796 -2.60753 -0.52967
H -0.48100 -6.69582 -2.06074
H -4.63173 -5.15337 -0.12779
H -5.23273 -3.05075 1.04856
H -3.49277 -1.31619 1.38180
C 2.88624 -0.20948 -1.70367
C 3.61256 -0.10448 -0.40673
N 3.41298 0.80209 0.52630
C 4.19559 0.42258 1.59687
C 4.88625 -0.70998 1.29185
N 4.50964 -1.03120 0.01121
H 2.40495 0.74148 -1.92398
H 2.12840 -0.99927 -1.65033
H 3.56283 -0.45302 -2.52302
H 4.18301 0.96413 2.52834
H 5.58364 -1.30533 1.85321
H 4.76775 -1.85994 -0.49640
*
```

Atomic partial charges in e from the Mulliken method, atoms 1 to 4: 1.106 -0.461 0.151 -0.504

=====

2.
The following is a DFT calculation (ωB97M-V with the def2-TZVPD basis set) of a single C10H10N2 molecule at a distorted geometry.

Computed properties:
E (Ha): -496.4452
Frontier orbital gap (eV): 8.46
HOMO energy (Eh): -0.292
Relative energy (zero: lowest compared OMol25 entry of this formula, charge and spin) (kcal/mol): 95.3

ORCA input file:
```
! wB97M-V def2-TZVPD RIJCOSX def2/J DEFGRID3
* xyz 0 1
H -3.85835 1.95763 0.75690
N -2.91538 1.67225 0.82082
N -2.58661 0.77043 -0.00172
C -1.05896 0.24416 0.23682
C -0.12157 0.92136 0.90889
C -0.36843 2.21242 1.61971
C 1.21852 0.26157 0.64053
C 0.93581 -0.80110 -0.34798
C 1.69462 -1.64833 -1.13238
C 0.94553 -2.48938 -2.02706
C -0.46197 -2.70122 -1.94814
C -1.21499 -1.84454 -1.23773
C -0.53788 -0.87557 -0.52087
H -0.99864 1.99755 2.53692
H -0.79768 2.73740 0.85884
H 0.54912 2.68514 2.05170
H 1.63868 -0.13358 1.60279
H 1.85255 1.12969 0.23772
H 2.74670 -1.48290 -1.01018
H 1.49199 -3.12036 -2.64698
H -0.82239 -3.31273 -2.71389
H -2.23994 -1.87678 -1.18879
*
```

Atomic partial charges in e from the Mulliken method, atoms 1 to 4: 0.205 -0.497 -0.064 0.309

=====

3.
The following is a DFT calculation (ωB97M-V with the def2-TZVPD basis set) of 21 unconnected molecules or ions with the total composition C9H58NO21 at a distorted geometry.

Computed properties:
E (Ha): -2012.3624
Frontier orbital gap (spin up / spin down) (eV): 9.48 / 7.50
HOMO energy (spin up / spin down) (Eh): -0.373 / -0.373
Relative energy (zero: lowest compared OMol25 entry of this formula, charge and spin) (kcal/mol): 16.1
<S²>: 0.756

ORCA input file:
```
! wB97M-V def2-TZVPD RIJCOSX def2/J DEFGRID3
* xyz 0 2
C 0.68407 -2.65562 -1.62757
C -0.23241 -1.72037 -0.68576
C 0.31471 -2.02113 0.70556
C -0.03931 -1.13501 1.82534
C 0.17179 0.36321 1.47680
C -0.56054 0.72136 0.20460
N -0.16322 -0.23964 -0.95294
O -0.55260 0.16551 -2.33019
C 0.05642 2.10084 -0.11073
C -2.06132 0.81255 0.57726
C -1.74430 -2.23089 -0.62352
H 1.69028 -2.24624 -1.53778
H 0.30409 -2.68957 -2.64861
H 0.73785 -3.70046 -1.32177
H 1.40068 -2.05163 0.61706
H 0.01856 -3.01761 1.03329
H 0.51831 -1.32893 2.74161
H -1.06982 -1.29940 2.14018
H 1.21747 0.66669 1.52714
H -0.14242 1.03204 2.27809
H -0.01597 2.75855 0.75545
H -0.50019 2.58384 -0.91385
H 1.11173 2.01012 -0.36799
H -2.43299 -0.11725 1.00787
H -2.66771 0.95235 -0.31764
H -2.28799 1.70037 1.16761
H -2.14813 -2.39751 0.37512
H -1.79237 -3.10461 -1.27345
H -2.48835 -1.47596 -0.87764
O 2.20687 -1.24607 -5.11874
H 1.28379 -1.05704 -4.95015
H 2.36385 -0.90831 -6.00050
O -2.71312 -3.09084 3.59800
H -2.70831 -4.03000 3.41308
H -2.92717 -2.68220 2.75929
O -2.15272 1.91435 4.23464
H -2.98492 2.10306 3.80098
H -2.38016 1.30207 4.93437
O 2.53133 2.11359 3.63171
H 2.74822 2.25503 2.71020
H 2.67681 1.17792 3.77163
O 4.33086 1.04866 0.24392
H 3.52001 0.85427 -0.22615
H 5.02305 0.90210 -0.40078
O 3.01339 -4.16973 0.35609
H 3.08155 -4.88340 -0.27815
H 2.11267 -4.21846 0.67633
O -4.81993 1.73333 1.52286
H -5.62595 1.90708 2.00903
H -4.53778 0.87052 1.82648
O 2.16882 4.27376 -1.05142
H 2.99961 4.57150 -1.42205
H 1.74175 3.80297 -1.76709
O -1.15674 -4.27088 -4.00169
H -1.64174 -4.83186 -3.39646
H -1.49695 -3.39119 -3.83850
O 0.77667 2.45634 -3.07273
H 0.40148 1.62991 -2.76861
H 0.85539 2.34971 -4.02071
O 2.60389 0.49840 -2.00648
H 1.72000 0.22684 -1.75905
H 2.47092 1.14876 -2.69612
O 4.41066 -2.02841 1.31595
H 4.34469 -1.09318 1.12304
H 3.66275 -2.41987 0.86471
O 3.07840 3.30899 1.39813
H 3.68481 2.66359 1.03487
H 2.47931 3.50714 0.67837
O -3.39101 0.33533 -2.98413
H -3.63702 0.33480 -2.05908
H -2.47007 0.59628 -2.98739
O 0.50977 5.52634 0.58600
H 1.14597 5.07396 0.03207
H 0.10388 6.17183 0.00736
O -0.56968 -0.85854 -5.11122
H -0.61101 -0.44843 -4.24731
H -1.31856 -1.45441 -5.13007
O 1.54453 -3.77844 3.68285
H 0.63815 -3.51536 3.84252
H 2.01853 -3.49257 4.46376
O -3.41105 -5.48490 0.13925
H -3.08590 -5.58212 -0.75577
H -2.62718 -5.53599 0.68623
O -0.32843 4.15138 2.84920
H -0.32914 3.19670 2.77990
H -0.17675 4.45682 1.95481
O -2.81739 4.61158 0.37908
H -2.90571 3.74705 0.78035
H -2.75429 5.21462 1.11975
*
```

Atomic partial charges in e from the Mulliken method, atoms 1 to 4: -1.527 1.857 -0.768 -0.833

=====

4.
The following is a DFT calculation (ωB97M-V with the def2-TZVPD basis set) of a molecular structure, C16H32AgAsF6O12 at a distorted geometry.

Computed properties:
E (Ha): -4513.8675
Frontier orbital gap (eV): 10.74
HOMO energy (Eh): -0.378
Relative energy (zero: lowest compared OMol25 entry of this formula, charge and spin) (kcal/mol): 2.0

ORCA input file:
```
! wB97M-V def2-TZVPD RIJCOSX def2/J DEFGRID3
* xyz 0 1
Ag 25.69358 1.68539 -21.26944
As 26.91541 4.95269 -20.65759
F 27.00334 4.36103 -19.04411
F 26.20043 6.40894 -20.12762
F 26.80181 5.49939 -22.27856
F 27.55277 3.43751 -21.27297
F 25.33234 4.20304 -20.75948
F 28.50576 5.56455 -20.53178
C 30.08334 1.98240 -20.65171
C 29.26284 1.28034 -19.59896
O 29.20929 -0.13298 -19.83490
C 28.12926 -0.60056 -20.42596
O 27.24648 0.05900 -20.92952
O 28.14173 -1.91807 -20.39164
C 27.12627 -2.57809 -21.13276
H 30.04222 3.06382 -20.55390
H 29.68316 1.74642 -21.64015
H 31.11498 1.62935 -20.60588
H 28.26715 1.72176 -19.48181
H 29.65087 1.43502 -18.58724
H 26.13910 -2.17684 -20.88792
H 27.18030 -3.62745 -20.87473
H 27.26452 -2.42333 -22.20466
C 21.57615 2.65127 -26.40106
C 22.84330 1.84094 -26.51992
O 23.41769 1.53507 -25.24750
C 24.26638 2.37669 -24.66063
O 24.90566 2.02622 -23.70561
O 24.29547 3.56658 -25.24490
C 25.07500 4.59846 -24.61583
H 21.21550 2.86314 -27.40989
H 21.75990 3.60093 -25.90742
H 20.82061 2.06877 -25.87652
H 23.58111 2.37249 -27.12189
H 22.62076 0.90293 -27.02319
H 24.41024 5.39361 -24.29555
H 25.81469 4.95943 -25.32574
H 25.61512 4.20978 -23.76144
C 21.28918 -2.22372 -19.16510
C 21.89684 -1.15680 -20.03909
O 22.45722 -1.77092 -21.20026
C 23.39648 -1.08197 -21.83826
O 23.97544 -0.12815 -21.37928
O 23.58386 -1.62567 -23.03330
C 24.70201 -1.14598 -23.79590
H 22.00914 -2.84814 -18.64234
H 20.64752 -2.84038 -19.79770
H 20.65854 -1.73793 -18.42006
H 22.63907 -0.55733 -19.50962
H 21.10100 -0.46755 -20.33857
H 24.32005 -0.48062 -24.56275
H 25.18020 -2.02964 -24.20985
H 25.40767 -0.60871 -23.16648
C 23.06556 5.04092 -18.71100
C 23.25595 3.55469 -18.64320
O 24.27191 3.23717 -17.65582
C 25.02912 2.16997 -17.86427
O 24.89788 1.36362 -18.75522
O 26.00102 2.05377 -16.97805
C 26.09335 2.97622 -15.90550
H 22.46508 5.39420 -17.87875
H 22.53727 5.21294 -19.65531
H 24.01487 5.54957 -18.85742
H 23.60420 3.14698 -19.59346
H 22.36518 2.96403 -18.41635
H 26.78823 2.55247 -15.18644
H 25.12391 3.12424 -15.42700
H 26.46090 3.95782 -16.20743
*
```

Atomic partial charges in e from the Mulliken method, atoms 1 to 4: 1.523 2.103 -0.450 -0.494

=====

> Number 4 is which compound?

C16H32AgAsF6O12

=====

> Among the records above, which one has the highest E?

C10H10N2

=====

> Among the records above, which one has the highest relative energy (zero: lowest compared OMol25 entry of this formula, charge and spin)?

C10H10N2

=====

> Which of these has the lowest relative energy (zero: lowest compared OMol25 entry of this formula, charge and spin)?

C16H32AgAsF6O12